a | The following is a quantum chemistry calculation of an isolated molecule of CH3NOS2, from OMol25.

The geometry in XYZ format:
```
8
Properties=species:S:1:pos:R:3:nbo_charge:R:1
C -0.227 0.012 0.464 -0.75
N -1.318 2.355 0.217 -0.89
O -1.447 5.006 0.446 -0.81
S -1.697 0.856 -0.149 0.61
S -2.297 3.970 -0.059 1.14
H 0.484 -0.017 -0.376 0.23
H -0.592 -0.983 0.556 0.22
H 0.153 0.337 1.358 0.24
```

Highest occupied orbital energy (spin up / spin down) in eV: -8.82 / -8.24
Orbital gap (spin up / spin down) in eV: 8.33 / 7.33

b | The following is a quantum chemistry calculation of a 2-piece molecular cluster, CH3NOS2 overall, from OMol25.

The geometry in XYZ format:
```
8
Properties=species:S:1:pos:R:3:nbo_charge:R:1
C -0.308 0.048 0.030 -0.87
N -2.507 -1.613 -0.386 -0.85
O -3.434 1.002 -0.156 -0.75
S -1.873 -0.507 -1.016 1.01
S -4.329 0.190 0.669 0.79
H -0.278 -0.600 0.899 0.23
H -0.028 1.103 0.365 0.23
H 0.469 -0.248 -0.637 0.21
```

Highest occupied orbital energy (spin up / spin down) in eV: -8.55 / -8.60
Orbital gap (spin up / spin down) in eV: 6.39 / 6.70

The structure with the greatest stability is a.

a | The following is a quantum chemistry calculation of an isolated molecule of C3H6, from OMol25.

The geometry in XYZ format:
```
9
Properties=species:S:1:pos:R:3:nbo_charge:R:1
C 0.943 -0.188 1.010 -0.42
C 0.037 0.413 0.093 -0.15
C -0.889 -0.148 -0.933 -0.66
H 1.208 -1.239 1.051 0.20
H 1.663 0.387 1.614 0.20
H -0.146 1.402 -0.100 0.18
H -1.932 0.111 -0.649 0.22
H -0.602 0.142 -1.948 0.22
H -0.740 -1.267 -0.988 0.20
```

Highest occupied orbital energy in eV: -9.33
Orbital gap in eV: 10.55

b | The following is a quantum chemistry calculation of a 2-piece molecular cluster, C3H6 overall, from OMol25.

The geometry in XYZ format:
```
9
Properties=species:S:1:pos:R:3:nbo_charge:R:1
C 0.532 0.796 -0.036 -0.44
C -0.699 -0.008 -0.207 -0.19
C 0.518 -0.756 -0.011 -0.47
H 1.046 1.210 -0.905 0.22
H 0.820 1.170 0.833 0.22
H -2.066 -0.108 1.065 0.02
H -1.313 -0.217 -1.082 0.21
H 0.874 -1.394 -0.843 0.21
H 0.536 -1.109 0.911 0.21
```

Highest occupied orbital energy in eV: -9.55
Orbital gap in eV: 10.11

The structure with the greatest stability is a.